{"formula": "C77H47Br3F2O16", "method": "ωB97M-V/def2-TZVPD", "species": ["C", "C", "O", "C", "O", "O", "F", "H", "H", "H", "C", "C", "O", "C", "O", "O", "F", "H", "H", "H", "C", "C", "C", "C", "C", "C", "C", "O", "C", "C", "C", "C", "C", "C", "C", "O", "H", "H", "H", "H", "H", "H", "H", "H", "C", "C", "C", "C", "C", "C", "C", "O", "C", "C", "C", "C", "C", "C", "C", "O", "H", "H", "H", "H", "H", "H", "H", "H", "C", "C", "C", "C", "C", "C", "C", "O", "C", "C", "C", "C", "C", "C", "C", "O", "H", "H", "H", "H", "H", "H", "H", "H", "C", "C", "C", "C", "C", "C", "C", "O", "C", "C", "C", "C", "C", "C", "C", "O", "H", "H", "H", "H", "H", "H", "H", "H", "C", "C", "C", "C", "C", "C", "C", "O", "C", "C", "C", "C", "C", "C", "C", "O", "H", "H", "H", "H", "H", "H", "H", "H", "C", "Br", "Br", "Br", "H"], "xyz": [[-0.3530, 0.9494, 0.5979], [-1.3763, 0.6372, 1.6248], [-1.2640, -0.5981, 2.0960], [-0.3990, -1.2523, 1.2193], [-0.2082, -2.3839, 1.1964], [0.1657, -0.2873, 0.4541], [-2.6205, 0.7980, 1.1356], [0.3915, 1.6065, 1.0473], [-0.8218, 1.3218, -0.3130], [-1.3279, 1.3824, 2.4189], [-6.0518, 0.8447, 6.2945], [-6.6790, 0.7664, 7.7311], [-5.7472, 1.5671, 8.5001], [-4.9557, 2.3303, 7.6843], [-4.0135, 3.0668, 8.0149], [-5.2251, 1.9513, 6.3850], [-6.5570, -0.4624, 8.2713], [-6.8375, 0.9525, 5.5467], [-5.5331, -0.0853, 6.0614], [-7.7110, 1.1141, 7.7760], [6.9245, -2.9992, -2.8711], [6.1689, -2.4759, -1.8172], [5.9784, -1.0878, -1.7886], [6.3821, -0.2238, -2.8186], [7.2041, -0.8496, -3.7702], [7.5774, -2.1920, -3.7809], [7.7442, -0.0151, -4.9735], [8.2667, -0.4851, -6.0258], [7.6530, 1.4655, -4.7865], [8.4404, 2.1894, -5.6252], [8.5612, 3.5645, -5.3582], [7.9541, 4.1146, -4.2576], [7.2336, 3.4292, -3.3807], [7.0431, 2.0856, -3.6434], [6.3041, 1.2437, -2.5952], [5.5743, 1.7431, -1.7081], [7.1490, -4.0556, -2.8669], [5.8860, -2.9672, -0.8980], [5.4985, -0.6989, -0.9027], [8.1224, -2.5997, -4.6194], [8.8920, 1.7689, -6.5116], [9.1786, 4.1091, -6.0573], [8.0978, 5.1567, -4.0132], [6.8223, 3.9225, -2.5124], [-9.8244, 0.3781, -12.2192], [-9.2422, 1.5819, -12.4255], [-8.2884, 2.0503, -11.5977], [-7.9149, 1.3589, -10.4379], [-8.4202, 0.0923, -10.2683], [-9.4741, -0.3586, -11.1211], [-7.9531, -0.7767, -9.0660], [-8.4787, -1.8563, -8.7712], [-6.6357, -0.2753, -8.5576], [-6.0030, -1.1722, -7.6488], [-4.8252, -0.8062, -6.9808], [-4.2378, 0.4357, -7.2702], [-4.7477, 1.3069, -8.2185], [-6.0465, 1.0221, -8.7755], [-6.7677, 1.9436, -9.6382], [-6.4622, 3.0848, -9.7124], [-10.4492, 0.1676, -13.0746], [-9.5384, 2.1375, -13.3031], [-7.8531, 3.0224, -11.7766], [-9.7161, -1.4091, -11.0562], [-6.2027, -2.2333, -7.6274], [-4.4450, -1.3527, -6.1304], [-3.2802, 0.7496, -6.8819], [-4.1933, 2.2223, -8.3640], [-2.2598, -9.3479, 4.5449], [-1.2030, -10.2026, 4.2487], [-0.9050, -11.1597, 5.1791], [-1.8339, -11.5653, 6.1583], [-3.0281, -10.8312, 6.3307], [-3.1300, -9.6700, 5.5644], [-4.0207, -11.0892, 7.4677], [-5.1014, -10.5733, 7.7272], [-3.5314, -12.1360, 8.4843], [-4.3496, -12.5496, 9.5235], [-3.9960, -13.6367, 10.4005], [-2.8072, -14.3707, 10.2381], [-2.0749, -13.9780, 9.1766], [-2.3561, -12.8952, 8.3204], [-1.4986, -12.6871, 7.1391], [-0.4889, -13.4369, 6.9456], [-2.3562, -8.3310, 4.1939], [-0.4182, -10.0062, 3.5331], [-0.0161, -11.7161, 4.9208], [-3.9999, -9.0510, 5.7272], [-5.3328, -12.1324, 9.6834], [-4.6579, -13.9784, 11.1825], [-2.6163, -15.2806, 10.7877], [-1.0739, -14.3606, 9.0420], [7.5525, 2.4182, 7.2388], [6.3950, 2.9180, 6.6540], [5.3802, 2.0961, 6.2796], [5.3080, 0.7796, 6.6328], [6.4020, 0.2074, 7.2738], [7.5953, 1.0391, 7.5683], [6.3503, -1.1938, 7.7226], [7.3930, -1.6924, 8.2922], [5.2049, -1.9892, 7.3545], [5.1204, -3.3042, 7.7849], [3.9778, -4.1654, 7.6315], [2.8713, -3.6799, 6.9581], [2.9043, -2.2935, 6.5541], [4.0196, -1.4542, 6.7540], [4.0341, 0.0443, 6.3491], [3.0159, 0.6395, 6.0867], [8.3738, 3.0586, 7.5247], [6.6129, 3.9195, 6.3135], [4.6348, 2.5631, 5.6529], [8.3683, 0.6414, 8.2091], [6.0235, -3.6111, 8.2914], [4.1422, -5.1726, 7.9851], [2.0237, -4.3155, 6.7484], [2.1627, -1.7348, 6.0025], [-1.2844, 9.9046, -8.8908], [-2.1691, 8.9819, -8.4035], [-1.8858, 8.4171, -7.1829], [-0.7378, 8.6974, -6.4410], [0.1475, 9.6356, -6.9881], [-0.0366, 10.1514, -8.2593], [1.2902, 10.1689, -6.1081], [2.0034, 11.1098, -6.5153], [1.5577, 9.4847, -4.8564], [2.5632, 10.0039, -3.9359], [2.7479, 9.4319, -2.7246], [1.9913, 8.2667, -2.3563], [1.0141, 7.8198, -3.1766], [0.7213, 8.4199, -4.4175], [-0.4846, 7.9941, -5.1531], [-1.2593, 7.2245, -4.7087], [-1.6015, 10.3450, -9.8246], [-3.0832, 8.6626, -8.8821], [-2.6601, 7.8040, -6.7459], [0.6546, 10.7234, -8.8605], [3.1314, 10.8941, -4.1618], [3.4612, 9.8228, -2.0141], [2.0875, 7.6808, -1.4541], [0.7225, 6.8370, -2.8369], [-1.7151, 8.1964, 4.7864], [-0.5158, 9.8209, 4.8890], [-0.5113, 6.8101, 3.9763], [-3.4263, 8.4204, 3.8643], [-2.0660, 7.8620, 5.7627]], "atomic_forces_ev_per_a": [[-0.5, 0.8, 0.9], [-1.7, 4.2, 2.1], [1.2, -2.2, -0.2], [-0.8, 3.4, 0.5], [0.7, -2.9, -0.2], [2.3, -3.6, -1.9], [-1.7, 0.0, -1.1], [0.1, 0.3, -0.5], [0.3, 0.1, 0.0], [0.1, -0.2, 0.5], [-1.7, -0.9, 1.2], [2.0, 0.3, -0.5], [-0.6, 1.1, -0.4], [2.9, 0.1, 0.2], [-4.0, -2.4, -1.1], [1.2, 1.6, 0.1], [-0.5, -0.4, -0.1], [0.1, 0.4, -0.1], [0.4, 0.1, 0.2], [0.1, 0.1, 0.5], [0.6, -1.0, 1.2], [0.7, 1.9, -0.4], [-0.6, -0.3, 0.2], [1.2, -1.6, 1.4], [1.3, 1.3, -2.7], [-2.1, 0.5, 0.0], [0.4, -1.2, -1.4], [-1.7, 0.9, 3.6], [-0.4, -0.8, 1.6], [-0.1, 2.3, -0.4], [0.5, -1.3, -1.0], [1.8, 2.8, -1.2], [-1.6, -1.9, 1.1], [0.0, -1.6, 0.8], [-2.0, 1.3, -0.2], [2.2, -1.1, -2.0], [-0.1, -0.2, -0.1], [-0.2, -0.7, -0.4], [-0.1, 0.4, -0.1], [0.3, 0.1, 0.1], [0.1, -0.2, 0.2], [-0.1, 0.5, 0.2], [0.2, 0.3, -0.4], [-0.2, -0.3, 0.1], [-0.6, -0.4, -0.6], [0.1, 1.3, -0.9], [0.7, 1.4, 1.4], [1.0, 0.5, -1.1], [-1.9, -1.2, 1.3], [1.7, -1.1, 0.3], [-0.4, -0.5, -2.4], [1.0, 2.4, -0.2], [1.1, -0.4, 2.2], [1.6, 0.5, -0.6], [-0.7, 1.4, -0.1], [0.2, -0.2, -0.7], [-2.2, -0.7, 0.2], [1.0, -2.2, 0.8], [-1.1, -1.7, -0.1], [0.5, 2.4, -0.4], [-0.6, -1.2, 0.6], [0.1, 0.2, -0.1], [0.2, 0.1, 0.0], [-0.5, 0.0, 0.4], [-1.1, 0.1, 0.3], [0.2, -0.6, -0.4], [0.0, -0.3, 0.6], [-0.4, 0.2, -0.5], [0.0, 0.4, 0.4], [0.4, 1.3, 1.0], [-0.7, -1.9, -0.5], [0.1, -0.4, 1.2], [0.3, 0.6, 0.1], [-1.2, -0.4, 0.0], [0.1, -0.9, 1.6], [1.6, 0.1, -1.6], [0.2, -0.9, -0.5], [-0.2, -1.5, 1.8], [0.1, 0.6, -0.9], [-2.4, 0.8, -0.1], [2.7, 1.1, -1.2], [-0.9, 0.0, 0.1], [3.3, -1.7, -1.2], [-3.0, 2.5, 0.3], [0.0, -0.2, -0.9], [-0.3, 0.3, -0.4], [0.1, -0.4, 0.9], [0.0, 0.3, 0.2], [0.1, 0.4, -0.1], [-0.4, 0.4, 0.0], [0.3, 0.2, 0.3], [-0.1, -0.6, -0.4], [-0.3, -2.7, 1.2], [2.7, 0.4, -0.5], [-1.0, 1.8, -0.9], [0.3, -0.8, -0.2], [2.0, 1.6, 0.9], [-2.7, 0.2, -0.2], [5.1, -1.0, 1.2], [-3.8, 1.4, -1.6], [-2.9, -0.9, 0.1], [-0.4, -0.5, 0.2], [2.0, 1.5, -0.3], [0.5, 1.8, -0.2], [1.2, 0.2, 0.0], [0.8, -0.2, -0.2], [-0.5, -1.4, 1.6], [0.1, -0.2, -0.6], [0.1, 0.1, -0.1], [-1.3, 0.4, -0.2], [-0.5, -0.3, 0.2], [0.1, -0.3, -0.4], [-0.1, -0.6, 0.1], [-0.6, -0.1, 0.0], [-0.1, 0.1, 0.0], [-0.8, -0.6, 0.1], [0.9, -0.2, -0.7], [0.0, -0.1, 1.0], [-0.4, -0.7, 1.1], [-0.6, 0.4, -1.2], [1.5, 0.4, 1.1], [-2.1, 0.0, -1.0], [1.2, 1.3, -2.8], [-1.6, -1.8, 1.0], [-0.1, -0.3, 2.7], [-1.2, -0.2, -1.5], [-0.6, -1.7, 1.5], [0.9, 1.7, -0.3], [0.4, -1.0, -0.5], [1.6, 0.8, 0.4], [1.2, 2.3, -1.3], [-1.7, -2.1, 1.1], [0.7, 0.4, -0.3], [0.0, 0.4, -0.3], [0.2, -0.5, 0.2], [0.4, 0.4, 0.8], [-0.1, 0.0, -0.5], [0.1, 0.1, -0.1], [0.7, 0.4, 0.3], [-1.4, 0.1, -0.6], [0.8, 0.0, -0.6], [-1.4, -1.0, 0.1], [-1.2, 0.6, 0.5], [1.0, 0.1, 0.0], [0.8, 0.2, 0.0]], "relative_energy_kcal_mol": 166.2, "lumo_energy_ha": -0.04628, "total_charge": 0, "total_energy_ha": -12087.90880, "spin_multiplicity": 1}